ORCA calculation (the ωB97M-V functional and the def2-TZVPD basis) on a 2-piece molecular cluster, CH4Cl2P2 overall in a non-equilibrium geometry.

```
9
Properties=species:S:1:pos:R:3:forces:R:3:mulliken_charge:R:1
C 0.9810 0.2797 0.2934 -0.16 -0.29 0.01 0.13
P -0.7811 -2.0490 0.4740 -1.64 0.83 -1.58 -0.05
P -0.4012 1.1269 -0.5444 -0.08 0.23 0.05 -0.08
Cl 2.0827 -0.2081 -0.9070 0.80 -0.45 -0.47 -0.12
Cl 1.7511 0.5691 1.8363 -0.75 0.05 -0.60 -0.13
H -1.9672 -1.1339 0.1150 1.45 -1.10 0.72 0.04
H -0.9915 -2.6529 -0.8876 0.54 0.61 1.21 0.08
H -0.8733 1.7287 0.6105 -0.50 0.22 0.50 0.06
H 0.1995 2.3395 -0.9903 0.34 -0.10 0.15 0.08
```
Positions in Å, forces in eV/Å.

calculated total energy	-44720.2368	eV
HOMO (alpha / beta)	-8.7 / -8.5	eV
gap between HOMO and LUMO (alpha / beta)	7.710 / 7.287	eV
maximum force	2.42	eV/A
LUMO (alpha / beta)	-0.94 / -1.17	eV